Here is one molecule with the formula C7H12 at a distorted geometry from OMol25. Energies are from wB97M-V/def2-TZVPD.

Last column: Mulliken charge in e.
Cartesian coordinates (Å):
C (-0.9537, 1.5715, 1.3530)  -0.983
C (-0.1057, 0.5509, 1.1839)  0.764
C (0.6296, -0.0721, 2.3459)  -1.365
C (0.0801, -0.0325, -0.1861)  0.663
C (0.4196, -1.4963, -0.1810)  -1.422
C (-0.1182, 0.6317, -1.3213)  -0.261
C (-0.1978, 0.0443, -2.7062)  -1.314
H (-1.2168, 2.1760, 0.4992)  0.210
H (-1.3453, 1.8180, 2.3280)  0.304
H (0.0695, -0.8779, 2.8244)  0.292
H (0.8821, 0.6678, 3.0909)  0.423
H (1.5189, -0.5411, 1.9300)  0.328
H (-0.3991, -2.1150, 0.2080)  0.335
H (1.3123, -1.8155, 0.3293)  0.352
H (0.5007, -1.8880, -1.1983)  0.343
H (-0.2506, 1.7080, -1.2922)  0.319
H (-0.6636, -0.9432, -2.6723)  0.381
H (0.7309, -0.0485, -3.2711)  0.279
H (-0.8927, 0.6618, -3.2640)  0.355

Forces on the atoms, in the same order (eV/Å):
0.528 -0.318 -0.005
-0.442 0.595 -0.242
-0.354 -0.624 -0.587
0.609 -0.214 0.582
-1.021 -0.970 -1.108
0.503 0.163 -0.295
-0.542 -0.310 0.301
-0.764 -0.195 -0.010
0.360 0.474 0.164
-0.096 -0.004 0.026
0.117 0.123 0.117
0.285 0.157 0.406
0.001 0.256 0.413
0.388 0.295 0.320
0.268 0.257 -0.001
-0.138 -0.007 0.170
0.145 -0.025 -0.049
0.113 0.196 0.170
0.040 0.151 -0.372

Output
- SMILES = C=C(C)/C(C)=C/C
- DFT total energy (hartree) = -273.861814
- relative energy (zero: lowest compared OMol25 entry of this formula, charge and spin) (eV) = 1.2718
- largest force on an atom (eV/A) = 1.79